Entry 1:
Density functional theory data (ωB97M-V/def2-TZVPD) for a 2-piece molecular cluster, C3H8 overall in a non-equilibrium geometry.

CARTESIAN COORDINATES (ANGSTROEM)
C1 3.345 -2.900 -1.974
C2 3.524 -4.164 -1.528
C3 -4.090 4.271 2.158
H1 2.821 -2.240 -1.148
H2 4.135 -4.741 -2.346
H3 3.364 -4.285 -0.482
H4 -3.718 4.484 1.151
H5 -3.303 3.616 2.648
H6 3.262 -2.680 -3.093
H7 -4.926 3.573 1.875
H8 -4.415 5.066 2.741

Its total charge is +1. The largest force on an atom is 5.57 eV/A. The calculation puts the electronic energy at -3228.2062 eV. The gap between HOMO and LUMO (spin up / spin down) is 7.4 / 3.3 eV. The expectation value of S² is 0.75. The spin multiplicity is 2. The energy above the lowest of the compared OMol25 structures with the same formula, charge and spin is 1.032 eV.

Entry 2:
Density functional theory data (ωB97M-V/def2-TZVPD) for C3H87AlIO39 as an isolated structure in a non-equilibrium geometry.

CARTESIAN COORDINATES (ANGSTROEM)
I1 -0.253 -0.893 0.456
Al1 -2.856 1.563 0.458
O1 -2.257 -7.051 -1.809
O2 -6.620 -1.972 3.061
O3 7.671 -3.265 0.196
O4 -0.972 -3.547 -2.153
O5 6.386 -0.496 2.395
O6 -3.205 1.713 -2.936
O7 -1.682 5.546 0.406
O8 -1.872 -5.541 -4.218
O9 -4.765 -8.676 3.186
O10 8.871 -5.989 1.303
O11 -8.901 8.249 -4.276
O12 6.742 -0.484 -0.583
O13 1.943 -4.827 -6.236
O14 -1.374 4.383 -2.904
O15 -8.258 5.326 -5.741
O16 4.283 0.852 0.843
O17 -4.743 0.653 4.210
O18 0.560 -7.730 0.015
O19 -3.007 7.129 -6.705
O20 10.824 0.053 2.019
O21 -3.022 -1.547 3.244
O22 -2.199 6.290 -9.200
O23 -9.671 -1.729 2.700
O24 1.729 4.160 -1.693
O25 0.025 3.149 2.877
O26 -0.839 -3.384 -6.127
O27 -0.243 0.846 4.660
O28 0.794 1.901 7.327
O29 -7.507 -10.117 3.080
O30 -3.007 6.661 -3.753
O31 -2.507 -7.403 0.967
O32 2.928 0.284 5.350
O33 8.786 -1.184 4.171
O34 11.578 -2.326 3.449
O35 -6.341 7.463 -6.841
O36 2.893 3.422 3.939
O37 -4.708 5.396 0.954
O38 0.686 -1.922 4.828
O39 13.642 -0.698 1.475
C1 -0.083 2.206 -0.497
C2 -1.094 0.917 -0.442
C3 1.333 2.015 0.310
H1 -3.282 -6.954 1.337
H2 0.890 -6.849 0.246
H3 -0.864 5.489 0.923
H4 -5.665 -2.050 3.206
H5 -3.928 0.396 0.457
H6 -6.774 6.934 -6.155
H7 -8.461 7.386 -4.255
H8 -7.732 -10.538 2.237
H9 -0.162 -7.883 0.642
H10 -1.272 -3.914 -5.441
H11 -0.590 3.200 -0.082
H12 5.967 -0.035 -0.212
H13 12.533 -2.404 3.593
H14 -1.399 0.658 -1.558
H15 8.180 -6.632 1.081
H16 -1.068 0.867 5.167
H17 9.343 -1.109 3.381
H18 -3.232 6.707 -7.548
H19 2.081 0.743 5.247
H20 -0.668 4.342 -2.242
H21 6.980 -3.908 -0.025
H22 -9.870 -2.432 2.064
H23 -4.139 -8.888 3.894
H24 -1.288 5.962 -9.170
H25 -2.719 -5.081 -4.321
H26 -2.396 -1.760 3.953
H27 -0.593 -3.163 -1.348
H28 -5.123 5.169 0.109
H29 13.272 -1.584 1.351
H30 -8.349 8.779 -4.870
H31 2.684 4.082 -1.549
H32 2.523 2.535 3.816
H33 -2.373 7.819 -6.950
H34 -2.373 7.351 -3.998
H35 -1.345 -7.378 -1.780
H36 0.178 2.392 -1.630
H37 -5.396 7.373 -6.646
H38 0.106 -3.475 -5.932
H39 -2.425 6.270 -10.142
H40 9.412 -1.396 4.879
H41 -4.208 -8.602 2.396
H42 1.808 3.106 0.401
H43 7.337 -2.430 -0.164
H44 1.312 -2.134 5.536
H45 2.072 1.350 -0.351
H46 3.307 0.668 6.155
H47 7.012 -0.709 3.103
H48 -6.819 -2.676 2.426
H49 -2.570 2.403 -3.181
H50 1.243 -1.847 4.038
H51 -4.772 -0.200 3.751
H52 -3.430 1.292 -3.779
H53 0.017 2.289 3.323
H54 -3.437 2.705 -0.518
H55 -1.493 -5.157 -3.413
H56 6.943 -0.422 1.605
H57 6.732 -0.233 -1.519
H58 1.571 -5.468 -5.612
H59 -2.595 2.214 1.886
H60 -2.313 5.963 1.012
H61 2.326 3.990 3.397
H62 11.378 -3.030 2.813
H63 8.537 -5.153 0.943
H64 -8.825 5.894 -6.283
H65 13.075 -0.129 0.932
H66 -2.517 -7.152 0.031
H67 4.821 0.933 1.645
H68 -8.716 -1.807 2.844
H69 -0.725 3.623 3.268
H70 -1.819 -3.087 -2.256
H71 0.379 1.673 6.481
H72 -5.080 4.755 1.578
H73 1.530 3.456 -2.328
H74 10.435 0.931 2.146
H75 -2.466 -1.473 2.455
H76 -2.482 -7.071 -2.752
H77 -1.763 5.262 -2.778
H78 -8.628 4.439 -5.864
H79 0.422 1.260 7.951
H80 -3.232 6.240 -4.597
H81 -5.568 0.673 4.717
H82 -0.272 -0.007 4.201
H83 1.225 1.627 1.412
H84 1.528 -5.054 -7.081
H85 -6.873 -9.427 2.835
H86 3.712 0.090 1.020
H87 11.530 0.011 2.682

Its total charge is -1. The largest force on an atom is 2.75 eV/A. The calculation puts the electronic energy at -99074.4638 eV. The gap between HOMO and LUMO is 6.2 eV.

Entry 3:
Density functional theory data (ωB97M-V/def2-TZVPD) for C3H8AuO as an isolated structure in a non-equilibrium geometry.

CARTESIAN COORDINATES (ANGSTROEM)
Au1 0.228 0.060 2.036
O1 0.200 0.692 0.224
C1 0.021 -1.682 0.469
C2 0.027 -0.538 -0.521
C3 0.149 1.901 -0.494
H1 0.239 2.697 0.256
H2 -1.144 -1.087 1.697
H3 -0.907 -0.451 -1.101
H4 0.972 1.920 -1.225
H5 -0.815 2.005 -1.015
H6 0.871 -0.576 -1.230
H7 0.681 -2.418 -0.021
H8 -0.523 -2.522 0.924

Its total charge is +1. The largest force on an atom is 4.87 eV/A. The calculation puts the electronic energy at -8965.1483 eV. The gap between HOMO and LUMO (spin up / spin down) is 7.2 / 8.2 eV. The expectation value of S² is 2.02. The spin multiplicity is 3.

Entry 4:
Density functional theory data (ωB97M-V/def2-TZVPD) for C3H8Br2Si as an isolated structure in a non-equilibrium geometry.

CARTESIAN COORDINATES (ANGSTROEM)
Br1 2.724 1.556 -0.073
Br2 2.809 -1.647 0.085
Si1 -0.098 -0.174 0.563
C1 -0.836 1.719 0.456
C2 -1.077 -1.597 -0.280
C3 1.816 -0.141 -0.569
H1 -0.609 -2.593 -0.456
H2 -2.122 -1.611 0.176
H3 -0.691 2.142 -0.576
H4 -1.346 -1.208 -1.202
H5 1.531 -0.205 -1.670
H6 -1.955 1.820 0.490
H7 0.047 -0.495 2.018
H8 -0.193 2.434 1.036

The largest force on an atom is 3.33 eV/A. The calculation puts the electronic energy at -151202.2615 eV. The gap between HOMO and LUMO is 9.7 eV. The energy above the lowest of the compared OMol25 structures with the same formula, charge and spin is 3.134 eV.

Entry 5:
Density functional theory data (ωB97M-V/def2-TZVPD) for a 2-piece molecular cluster, C3H8BrN2 overall in a non-equilibrium geometry.

CARTESIAN COORDINATES (ANGSTROEM)
Br1 1.763 0.599 -1.076
N1 2.765 -1.594 0.131
N2 -1.416 0.442 -0.420
C1 -1.196 -0.674 0.145
C2 -1.532 1.703 0.243
C3 1.633 -1.013 -0.079
H1 3.677 -1.267 -0.188
H2 2.774 -2.457 0.657
H3 -1.556 0.476 -1.426
H4 -2.586 1.978 0.312
H5 -1.018 -0.733 1.210
H6 -1.164 -1.590 -0.424
H7 -1.121 1.656 1.247
H8 -1.023 2.474 -0.331

Its total charge is +1. The largest force on an atom is 1.32 eV/A. The calculation puts the electronic energy at -76254.8377 eV. The gap between HOMO and LUMO is 8.8 eV. The energy above the lowest of the compared OMol25 structures with the same formula, charge and spin is 2.473 eV.

Entry 6:
Density functional theory data (ωB97M-V/def2-TZVPD) for C3H8BrN2O as an isolated structure in a non-equilibrium geometry.

CARTESIAN COORDINATES (ANGSTROEM)
Br1 0.975 1.458 -1.869
O1 1.652 -2.743 -0.605
N1 0.885 -1.957 -1.389
N2 0.957 -0.227 0.912
C1 -1.117 1.758 0.205
C2 -0.475 0.762 -0.817
C3 0.368 -0.267 -0.236
H1 1.148 -3.526 -0.507
H2 1.603 -0.982 0.988
H3 1.444 -1.090 -1.723
H4 -2.145 1.368 0.434
H5 -0.384 2.039 0.936
H6 -1.175 2.726 -0.172
H7 1.112 0.634 1.415
H8 -1.227 0.285 -1.484

Its total charge is +1. The largest force on an atom is 4.13 eV/A. The calculation puts the electronic energy at -78299.2429 eV. The gap between HOMO and LUMO is 10.0 eV. The energy above the lowest of the compared OMol25 structures with the same formula, charge and spin is 3.897 eV.

Entry 7:
Density functional theory data (ωB97M-V/def2-TZVPD) for an isolated ion of composition C3H8Cl3N5 and charge +2 in a non-equilibrium geometry.

CARTESIAN COORDINATES (ANGSTROEM)
Cl1 0.107 3.445 -0.652
Cl2 0.557 -0.207 -1.926
Cl3 -3.959 0.334 0.072
N1 0.460 0.979 0.507
N2 -1.456 -0.329 -0.088
N3 -1.829 1.874 0.509
N4 -2.033 -1.481 -0.694
N5 1.870 1.131 0.344
C1 -0.034 -0.222 -0.082
C2 -0.422 2.238 0.608
C3 -2.244 0.764 0.150
H1 -0.342 2.766 1.553
H2 -3.125 -1.492 -0.249
H3 2.167 1.802 -0.363
H4 -1.778 -2.371 -0.350
H5 2.271 1.419 1.213
H6 2.207 0.216 0.005
H7 -2.203 -1.364 -1.652
H8 0.386 -1.124 0.460

Its total charge is +2. The largest force on an atom is 5.35 eV/A. The calculation puts the electronic energy at -48237.4690 eV. The gap between HOMO and LUMO is 11.0 eV. The SMILES is [NH3+]N1C(Cl)=N[C@H](Cl)N([NH3+])[C@@H]1Cl. The energy above the lowest of the compared OMol25 structures with the same formula, charge and spin is 0.014 eV.

Entry 8:
Density functional theory data (ωB97M-V/def2-TZVPD) for a 2-piece molecular cluster, C3H8ClFNO5PS overall in a non-equilibrium geometry.

CARTESIAN COORDINATES (ANGSTROEM)
Cl1 -3.193 1.320 2.421
S1 0.881 0.349 -0.076
P1 -0.728 -1.155 0.442
F1 0.243 1.791 -0.218
O1 -3.870 0.145 1.885
O2 -0.364 -2.579 -0.300
O3 -4.066 2.016 3.312
O4 -1.997 0.892 3.115
O5 -2.808 2.178 1.312
N1 -2.073 -0.457 -0.265
C1 3.746 -0.453 -0.720
C2 3.029 0.178 -1.689
C3 1.543 -0.093 -1.726
H1 -1.951 0.552 -0.093
H2 1.049 0.478 -2.506
H3 -2.913 -0.691 0.280
H4 0.591 -2.749 -0.265
H5 1.406 -1.176 -1.814
H6 4.231 0.135 0.048
H7 3.481 0.856 -2.401
H8 3.763 -1.538 -0.740

The largest force on an atom is 3.06 eV/A. The calculation puts the electronic energy at -50319.5952 eV. The gap between HOMO and LUMO is 6.8 eV.